Record 1
{
  "formula": "C2H6N5",
  "method": "the ωB97M-V functional and the def2-TZVPD basis",
  "mol_weight_da": 100.1,
  "charge": 1,
  "spin_multiplicity": 3,
  "lumo_ev": [-3.78, -7.91],
  "homo_ev": [-10.635, -14.999],
  "s_squared": 2.019,
  "total_energy_ha": -353.02246,
  "species": ["C", "C", "N", "N", "N", "N", "N", "H", "H", "H", "H", "H", "H"],
  "positions_angstrom": [[-0.13522, 0.09571, 0.00423], [0.54203, -1.02918, 0.61436], [0.12266, -1.54352, -3.05776], [-0.69724, -1.40931, -2.27895], [-0.56842, -0.30393, 1.22202], [-1.32278, -1.16885, -1.27549], [-0.00204, 1.19455, -0.65150], [0.36815, -2.04521, 0.15683], [1.58764, -0.89696, 1.14416], [-1.35844, -0.21647, 1.78098], [-2.27213, -0.83270, -1.35921], [0.88725, 1.41051, -1.04884], [-0.82479, 1.69954, -0.89377]],
  "forces_ev_per_angstrom": [[-0.984, -1.660, 3.779], [2.598, -1.522, 1.326], [5.884, -0.418, -3.491], [-5.902, -0.862, -1.017], [1.913, 1.001, -3.224], [0.598, 1.307, 4.348], [0.034, 0.702, -0.980], [0.233, 1.114, 0.736], [-2.210, -0.250, -1.145], [-1.421, -0.467, 1.200], [-0.846, -0.086, -0.833], [0.277, 0.167, -0.740], [-0.174, 0.974, 0.041]],
  "mulliken_charge": [0.220, -0.267, -0.470, 0.614, -0.155, -0.227, -0.284, 0.249, 0.276, 0.244, 0.272, 0.276, 0.253]
}

***

Record 2
{
  "formula": "C2H6N6",
  "method": "the ωB97M-V functional and the def2-TZVPD basis",
  "mol_weight_da": 114.1,
  "spin_multiplicity": 3,
  "lumo_ev": [0.86, -1.93],
  "homo_ev": [-4.882, -9.356],
  "s_squared": 2.023,
  "total_energy_ha": -408.08981,
  "species": ["C", "C", "N", "N", "N", "N", "N", "N", "H", "H", "H", "H", "H", "H"],
  "positions_angstrom": [[0.23566, 0.32164, 0.04693], [1.44512, -1.26185, -1.28417], [-0.68401, -1.66615, 0.16534], [-1.44561, -0.92193, 0.81187], [0.98565, 1.28114, -0.25428], [0.36365, -0.98272, -0.33038], [-0.95511, 0.35307, 0.78784], [-1.55560, 1.45808, 1.48350], [1.69645, -2.32641, -1.06706], [0.98785, -1.17862, -2.21766], [2.26011, -0.41431, -1.11923], [0.94465, 2.20775, 0.09371], [-2.26665, 1.19999, 2.16045], [-2.01216, 1.93032, 0.72313]],
  "forces_ev_per_angstrom": [[-1.552, 1.508, 1.518], [0.568, -0.352, 2.491], [5.676, -7.646, -5.500], [-6.594, 6.060, 5.561], [2.043, -0.540, -1.246], [1.025, 3.002, 0.386], [-0.142, -0.364, 0.610], [1.439, -0.667, -1.622], [0.543, 0.933, -0.437], [-0.223, 0.044, -1.952], [-1.678, -2.253, -0.335], [-0.936, 0.554, 0.655], [0.346, -0.908, -0.153], [-0.516, 0.630, 0.024]],
  "mulliken_charge": [0.384, -0.812, -0.611, -0.499, -0.559, 0.489, 0.677, -0.761, 0.292, 0.318, 0.298, 0.248, 0.296, 0.240]
}

***

Record 3
{
  "formula": "C2H6N6O",
  "method": "the ωB97M-V functional and the def2-TZVPD basis",
  "mol_weight_da": 130.1,
  "lumo_ev": -0.25,
  "homo_ev": -8.932,
  "total_energy_ha": -483.27074,
  "species": ["C", "C", "H", "H", "H", "H", "H", "H", "N", "N", "N", "N", "N", "N", "O"],
  "positions_angstrom": [[0.74436, 0.76080, 0.02252], [-0.72465, 0.69263, -0.30402], [-2.62794, -1.62430, -0.25676], [-2.02404, -1.06686, 1.39095], [2.96832, -1.26749, 0.31134], [2.88276, -0.15632, -1.15407], [2.43692, 1.56797, 0.96025], [-2.53865, 1.57174, -0.58290], [-2.30467, -0.87600, 0.37192], [-1.05256, -0.60760, -0.38194], [1.06113, -0.57487, 0.21688], [2.20784, -1.14722, -0.61073], [1.43970, 1.81958, 0.59008], [-1.46251, 1.75270, -0.44169], [-0.05476, -1.28894, 0.35108]],
  "forces_ev_per_angstrom": [[2.341, 3.583, 4.113], [-0.684, 5.843, -0.312], [-0.440, -0.177, 1.746], [-0.661, -0.273, -2.191], [-2.538, 0.049, -3.577], [-3.215, -3.454, 2.052], [-2.443, -0.164, -0.928], [2.808, -0.172, 0.295], [1.788, 0.040, -1.253], [-3.365, -1.678, 0.968], [4.129, 0.991, -0.402], [3.926, 3.014, 2.590], [-1.097, -3.709, -2.720], [-0.919, -1.861, -0.028], [0.371, -2.032, -0.352]],
  "mulliken_charge": [0.310, 0.269, 0.288, 0.298, 0.308, 0.324, 0.245, 0.276, -0.584, 0.113, 0.389, -0.696, -0.554, -0.616, -0.372]
}

***

Record 4
{
  "formula": "C2H6NO",
  "method": "the ωB97M-V functional and the def2-TZVPD basis",
  "mol_weight_da": 60.1,
  "charge": -1,
  "lumo_ev": 4.72,
  "homo_ev": -0.999,
  "total_energy_ha": -209.73397,
  "species": ["O", "H", "C", "C", "N", "H", "H", "H", "H", "H"],
  "positions_angstrom": [[1.26936, -2.05943, -0.46758], [2.04053, -1.47413, -0.57848], [-0.04749, 1.72415, -0.35769], [-0.97886, 0.10329, 1.02869], [-0.70818, 0.59445, -0.20010], [-0.05163, 2.16425, -1.35270], [0.25210, 2.27993, 0.53917], [0.61817, -1.33491, -0.48751], [-1.91011, -0.44324, 1.13347], [-0.45491, 0.53202, 1.88597]],
  "forces_ev_per_angstrom": [[0.668, 1.094, -0.383], [0.035, -0.699, 0.087], [0.284, -0.629, -0.238], [0.436, -0.034, -1.181], [-1.095, 0.514, 1.001], [0.395, 0.045, 0.179], [0.063, 0.273, -0.265], [-0.820, -0.328, 0.384], [0.354, -0.406, 0.132], [-0.321, 0.169, 0.284]],
  "mulliken_charge": [-0.738, 0.304, -0.716, -0.584, -0.580, 0.261, 0.246, 0.355, 0.221, 0.231]
}

***

Record 5
{
  "formula": "C2H6NO",
  "method": "the ωB97M-V functional and the def2-TZVPD basis",
  "mol_weight_da": 60.1,
  "charge": -1,
  "lumo_ev": 4.62,
  "homo_ev": -1.896,
  "total_energy_ha": -209.72972,
  "species": ["C", "N", "C", "O", "H", "H", "H", "H", "H", "H"],
  "positions_angstrom": [[1.15256, -0.37499, 1.15414], [0.58079, -0.60744, -0.19672], [-0.35309, 0.54691, -0.52069], [-1.62120, 0.39514, -0.62142], [0.99550, 0.68758, 1.51165], [0.67602, -1.03679, 1.95594], [2.28698, -0.63800, 1.02494], [0.05813, -1.38176, -0.30194], [-0.04771, 1.50611, 0.05509], [0.13834, 0.92232, -1.69803]],
  "forces_ev_per_angstrom": [[0.894, -1.536, -0.047], [1.706, 5.120, 1.659], [1.393, 2.564, -3.692], [-0.725, -1.089, 0.709], [0.400, -1.173, -0.699], [0.757, 0.589, -0.788], [-1.787, 0.654, 0.998], [-2.244, -3.326, 0.108], [0.186, -1.245, 0.095], [-0.581, -0.557, 1.657]],
  "mulliken_charge": [-0.595, -0.355, -0.383, -0.735, 0.260, 0.175, 0.165, 0.224, 0.122, 0.123]
}

***

Record 6
{
  "formula": "C2H6NO",
  "method": "the ωB97M-V functional and the def2-TZVPD basis",
  "mol_weight_da": 60.1,
  "charge": 1,
  "lumo_ev": -10.16,
  "homo_ev": -15.019,
  "total_energy_ha": -209.34715,
  "species": ["O", "C", "C", "N", "H", "H", "H", "H", "H", "H"],
  "positions_angstrom": [[-1.41371, -0.29299, 1.32913], [-0.47699, -1.03264, 1.16609], [0.04658, -1.39862, -0.17070], [0.53800, 1.73174, -0.99421], [0.04003, -1.51439, 2.00985], [-0.53750, -1.14213, -1.05538], [0.98002, -1.95109, -0.14742], [-0.35078, 2.05427, -1.37261], [0.25765, 1.05248, -0.31823], [0.91671, 2.49337, -0.44652]],
  "forces_ev_per_angstrom": [[0.062, 0.112, -0.756], [0.190, -0.420, 1.062], [-0.423, 0.555, 0.236], [-0.623, -0.158, -0.013], [-0.014, 0.082, -0.015], [0.257, -0.188, -0.166], [0.125, -0.102, -0.622], [0.233, 0.062, -0.338], [-0.227, -0.079, 0.728], [0.421, 0.137, -0.117]],
  "mulliken_charge": [-0.221, 0.183, -0.108, -0.661, 0.359, 0.366, 0.300, 0.296, 0.212, 0.275]
}

***

Record 7
{
  "formula": "C2H6NO2",
  "method": "the ωB97M-V functional and the def2-TZVPD basis",
  "mol_weight_da": 76.1,
  "charge": -1,
  "lumo_ev": 4.64,
  "homo_ev": -2.901,
  "total_energy_ha": -284.98089,
  "species": ["C", "C", "N", "O", "O", "H", "H", "H", "H", "H", "H"],
  "positions_angstrom": [[-1.11802, 0.00958, -0.17343], [-0.74240, -0.01480, -1.49271], [1.20488, 0.32735, 1.61959], [1.58067, -0.90695, 0.96909], [-0.45933, -0.98978, -2.22801], [0.25390, 0.50227, 1.22798], [-1.49224, 0.92930, 0.26899], [-1.39516, -0.90443, 0.33891], [-0.62946, 1.02607, -1.93120], [1.82247, 1.03142, 1.19637], [0.97469, -1.01003, 0.20443]],
  "forces_ev_per_angstrom": [[-0.732, -0.018, 0.442], [0.280, 0.558, -0.440], [-0.046, -0.139, -0.247], [0.017, -0.045, 0.028], [0.058, -0.132, -0.101], [0.706, 0.089, 0.181], [0.053, 0.081, -0.149], [0.020, -0.188, 0.011], [-0.061, -0.342, 0.031], [-0.374, -0.214, 0.002], [0.080, 0.350, 0.242]],
  "mulliken_charge": [-1.589, 0.293, -0.621, -0.430, -0.702, 0.403, 0.451, 0.425, 0.209, 0.249, 0.311]
}

***

Record 8
{
  "formula": "C2H6NO2",
  "method": "the ωB97M-V functional and the def2-TZVPD basis",
  "mol_weight_da": 76.1,
  "charge": 1,
  "lumo_ev": [-6.66, -5.02],
  "homo_ev": [-13.679, -15.090],
  "total_energy_ha": -284.48960,
  "species": ["C", "C", "N", "O", "O", "H", "H", "H", "H", "H", "H"],
  "positions_angstrom": [[-0.79046, 0.10758, -0.01263], [1.95459, 1.26446, -0.01192], [-0.88868, -1.40919, 0.00445], [-1.76083, 0.72613, -0.70457], [-1.72621, 0.73048, 0.72587], [2.15715, 0.99380, -1.03126], [2.31945, 0.66569, 0.80202], [1.48263, 2.21076, 0.19930], [-0.37617, -1.81094, -0.79245], [-1.87966, -1.70949, -0.06355], [-0.49181, -1.76928, 0.88473]],
  "forces_ev_per_angstrom": [[1.454, 0.661, 0.042], [-1.561, -0.461, 0.048], [-0.433, -0.192, -0.014], [-0.078, -0.182, -2.326], [0.047, -0.191, 2.278], [0.149, -0.037, -0.169], [0.177, -0.078, 0.106], [0.067, 0.092, 0.010], [-0.037, 0.146, 0.266], [0.270, 0.152, 0.071], [-0.056, 0.090, -0.314]],
  "mulliken_charge": [0.265, -0.687, -0.314, -0.208, -0.202, 0.350, 0.348, 0.336, 0.375, 0.363, 0.375]
}